[1]
The following is a DFT calculation (ωB97M-V with the def2-TZVPD basis set) of 2 unconnected molecules or ions with the total composition C12H16N2O.

Geometry (Å):
1 C 0.36685 3.19596 -1.24094
2 C -1.53110 1.14246 1.36832
3 C -1.25241 1.82568 0.21656
4 C -0.48890 0.82283 2.24685
5 C 0.02146 2.28202 -0.09994
6 C 0.82132 1.07197 1.87961
7 C 1.06599 1.79722 0.71263
8 O -0.60328 0.16190 3.43619
9 H -2.54838 0.80084 1.50352
10 H -2.03193 1.92528 -0.52595
11 H -1.43615 -0.19884 3.69436
12 H 1.68260 0.79884 2.46784
13 H 0.46247 2.71622 -2.21755
14 H 1.36572 3.63808 -1.09482
15 H 2.09079 2.08441 0.49748
16 H -0.22253 4.10717 -1.29843
17 C 0.99421 -1.31369 -2.69306
18 C 2.07822 -0.26956 -2.36011
19 C 0.26368 -1.84384 -1.47472
20 C 0.64020 -2.66040 -0.44578
21 C -1.42287 -1.95993 -0.12940
22 N -1.03407 -1.38544 -1.23232
23 N -0.49261 -2.82171 0.33890
24 H 0.29130 -0.88067 -3.39510
25 H 1.48304 -2.17537 -3.13407
26 H 1.97690 0.61929 -2.98950
27 H 1.51525 -3.26988 -0.29288
28 H -2.36330 -1.66278 0.31280
29 H -0.57730 -3.41302 1.13520
30 H 3.10080 -0.65662 -2.40708
31 H 1.93020 0.16715 -1.37481

Output
Maximum force (eV Å⁻¹): 1.4
E_LUMO (eV): 0.606
SMILES: CCc1c[nH]cn1.Cc1ccc(O)cc1
Energy relative to the best compared isomer or geometry (same formula, charge and spin) (kJ/mol): 132.2
HOMO-LUMO gap (eV): 8.80


[2]
The following is a DFT calculation (ωB97M-V with the def2-TZVPD basis set) of a molecular structure, C67H58FInN11OPSSe.

Geometry (Å):
1 In -0.36460 -0.98002 0.19835
2 N 0.25507 -5.16122 1.97094
3 C 0.01236 -4.07603 1.15326
4 S 1.28875 -2.90503 1.01374
5 N -1.14645 -4.07479 0.56930
6 N -1.37155 -3.00367 -0.29190
7 C -2.36230 -3.18273 -1.07980
8 C -2.83156 -2.28658 -2.11923
9 C -3.88407 -2.76538 -2.91519
10 C -4.37855 -2.06736 -3.99634
11 C -3.79466 -0.83180 -4.30451
12 C -2.76461 -0.33106 -3.53995
13 C -2.24837 -1.02453 -2.41248
14 O -1.27383 -0.48317 -1.75217
15 H 0.97961 -5.04483 2.65538
16 H -0.55204 -5.70507 2.22963
17 H -2.88214 -4.13600 -0.98421
18 H -4.30831 -3.73290 -2.66055
19 H -5.19172 -2.46452 -4.59088
20 H -4.15758 -0.26234 -5.15479
21 H -2.31307 0.62853 -3.76982
22 C 4.70981 2.94533 -1.04607
23 N 4.01823 2.11974 -0.06039
24 C 2.78078 1.53387 -0.18752
25 N 2.50892 0.77840 0.84240
26 C 3.57085 0.87492 1.69287
27 C 4.53353 1.70272 1.14329
28 C 5.87492 2.06855 1.63678
29 C 6.74449 1.06801 2.07034
30 C 7.99182 1.39232 2.58088
31 C 8.39317 2.72048 2.65756
32 C 7.53849 3.72340 2.22149
33 C 6.28515 3.39880 1.71884
34 C 3.61142 0.23183 3.02823
35 C 3.30686 -1.11502 3.19350
36 C 3.35154 -1.69337 4.45552
37 C 3.69995 -0.93602 5.56445
38 C 3.99077 0.41551 5.40998
39 C 3.93859 0.99519 4.15100
40 P 1.77322 1.86756 -1.64113
41 C 1.58093 0.21742 -2.35626
42 N 1.29366 -0.93588 -1.77259
43 C 1.24879 -1.87818 -2.77980
44 C 1.48995 -1.26256 -3.98924
45 N 1.71079 0.05813 -3.70448
46 C 2.01250 1.07924 -4.70097
47 C 1.57780 -1.82871 -5.35241
48 C 2.39160 -2.93699 -5.59554
49 C 2.44729 -3.50658 -6.85863
50 C 1.69729 -2.97293 -7.90077
51 C 0.89576 -1.86477 -7.67224
52 C 0.83389 -1.29907 -6.40549
53 C 0.82951 -3.29771 -2.66263
54 C -0.31191 -3.70134 -3.35304
55 C -0.73078 -5.02347 -3.31070
56 C -0.00496 -5.95794 -2.58225
57 C 1.14799 -5.56665 -1.91284
58 C 1.56773 -4.24501 -1.95909
59 C 0.08563 2.28222 -1.08287
60 N -0.75080 1.69303 -0.24972
61 C -1.92968 2.40161 -0.29797
62 C -1.77761 3.47489 -1.15777
63 N -0.50263 3.38690 -1.65196
64 C 0.08236 4.31230 -2.61910
65 C -2.64353 4.63960 -1.45228
66 C -3.08574 4.91328 -2.74323
67 C -3.88386 6.02244 -2.99956
68 C -4.25218 6.86791 -1.96394
69 C -3.81499 6.60238 -0.66993
70 C -3.01608 5.49858 -0.41734
71 C -3.18447 2.04010 0.40610
72 C -3.13220 1.15314 1.61378
73 C -4.25351 1.55709 2.58296
74 C -5.59286 1.64503 1.89433
75 C -5.61178 2.11304 0.64657
76 C -4.38271 2.44703 -0.05724
77 H 4.50809 2.58001 -2.04891
78 H 5.77812 2.88728 -0.86252
79 H 4.39693 3.98808 -0.98444
80 H 6.42779 0.03340 2.01139
81 H 8.65368 0.60483 2.91943
82 H 9.36784 2.97297 3.05715
83 H 7.84087 4.76185 2.28357
84 H 5.61087 4.18875 1.40479
85 H 3.00080 -1.70444 2.33387
86 H 3.10296 -2.74210 4.56985
87 H 3.73053 -1.39019 6.54740
88 H 4.24298 1.02158 6.27276
89 H 4.14468 2.05371 4.03392
90 H 2.61841 0.63967 -5.48852
91 H 2.55798 1.89418 -4.24030
92 H 1.09782 1.47493 -5.14227
93 H 2.97657 -3.35096 -4.78332
94 H 3.07713 -4.37112 -7.02873
95 H 1.73594 -3.42216 -8.88577
96 H 0.30349 -1.44743 -8.47777
97 H 0.17538 -0.45580 -6.22780
98 H -0.89322 -2.96658 -3.90124
99 H -1.63378 -5.31512 -3.83422
100 H -0.33822 -6.98879 -2.53316
101 H 1.71764 -6.28946 -1.34074
102 H 2.45995 -3.94000 -1.42983
103 H -0.36116 5.29425 -2.48579
104 H -0.10294 3.98036 -3.64156
105 H 1.15207 4.38175 -2.46381
106 H -2.82998 4.23437 -3.55018
107 H -4.22969 6.21597 -4.00784
108 H -4.87365 7.73257 -2.16198
109 H -4.10168 7.25741 0.14403
110 H -2.68317 5.27904 0.58978
111 H -2.17925 1.24492 2.12802
112 H -4.00845 2.57606 2.91898
113 H -6.50497 1.42288 2.43948
114 H -6.55724 2.25543 0.13400
115 H -4.46913 2.95374 -1.00765
116 C -5.59052 -1.30708 3.18923
117 N -4.70179 -0.50282 4.04019
118 C -4.31088 -0.92616 5.29676
119 C -3.53224 0.03861 5.81964
120 N -3.47609 1.04889 4.88188
121 C -2.78724 2.32685 5.07342
122 C -4.19588 0.70823 3.80307
123 Se -3.24755 -0.70820 0.96761
124 H -6.50607 -1.50091 3.74785
125 H -5.08565 -2.23050 2.92740
126 H -5.79732 -0.78008 2.26551
127 H -4.59955 -1.88671 5.68646
128 H -2.99176 0.09062 6.74881
129 H -2.31602 2.30837 6.05084
130 H -3.50120 3.14618 5.03009
131 H -2.01758 2.45639 4.31938
132 F -0.13188 0.64118 6.37137
133 C -0.14156 0.33792 5.03658
134 C 0.17733 1.32004 4.12791
135 C 0.12780 1.00605 2.76630
136 C -0.20521 -0.26830 2.30685
137 C -0.51999 -1.22190 3.28224
138 C -0.49461 -0.93474 4.64658
139 H 0.47450 2.30326 4.47907
140 H 0.37410 1.78056 2.05339
141 H -0.80446 -2.22470 2.98010
142 H -0.72943 -1.68560 5.39412

Output
Maximum force (eV Å⁻¹): 0.6
E_LUMO (eV): 0.315
Energy relative to the best compared isomer or geometry (same formula, charge and spin) (kJ/mol): 36.3
HOMO-LUMO gap (eV): 6.34


[3]
The following is a DFT calculation (ωB97M-V with the def2-TZVPD basis set) of C2H7N3OS in the gas phase.

Geometry (Å):
1 C 1.22348 -0.75208 -1.29944
2 C -0.41007 -0.09577 0.53880
3 H 0.44340 -0.77282 -2.07872
4 H 1.76388 0.23515 -1.40486
5 H 1.93928 -1.56733 -1.33592
6 H 1.01965 -1.51216 0.64338
7 H 0.60334 -0.10036 2.26817
8 H -1.62608 1.24394 1.73375
9 H -1.36423 2.12932 -1.74675
10 N 0.51959 -0.94116 -0.01851
11 N -0.35854 -0.16029 1.92275
12 N -1.30647 0.62359 -0.00532
13 O -1.06600 0.88155 2.50566
14 S -1.38125 0.78842 -1.72299

Output
Maximum force (eV Å⁻¹): 1.8
E_LUMO (eV): 0.673
SMILES: CN/C(=N\S)NO
Energy relative to the best compared isomer or geometry (same formula, charge and spin) (kJ/mol): 177.8
HOMO-LUMO gap (eV): 9.17